No. 1
The following is a DFT calculation (wB97M-V/def2-TZVPD) of a cluster of 8 separate species, C19H34BF4N10O3 in total at a distorted geometry.

As for the HOMO-LUMO gap: 8.283 eV. Its net charge is -1. The highest occupied orbital energy comes out at -6.33 eV.

The geometry in XYZ format:
```
71
Properties=species:S:1:pos:R:3:forces:R:3:lowdin_charge:R:1
F -1.768624 -1.653689 -0.144842 -2.3561 -0.3601 0.1380 0.1285
N 2.278806 2.715511 2.711718 0.1819 1.5957 0.8365 0.0108
H -1.977444 3.810601 0.654348 0.1711 -0.7187 0.2179 0.1030
H 0.842776 3.092401 -7.063962 -0.1915 0.1458 -0.0888 0.0918
C 4.213146 3.910541 3.081268 -3.4882 -0.1019 -0.5842 -0.0923
N 4.875686 -0.300539 -3.777932 -0.1010 -0.0867 -5.0832 0.1659
H 0.431476 -9.468959 0.217198 0.1760 -0.1261 0.3950 0.0955
C -3.461784 2.702751 1.833698 1.6927 -0.1525 -2.7489 -0.1860
H 1.175516 -7.161509 -0.947472 -0.2450 -0.1739 0.0073 0.1063
H 1.767926 2.349191 4.788208 0.0569 -0.1828 -0.2534 0.1005
C -1.042154 4.242961 -4.514802 0.8802 -1.7144 -1.9945 -0.0981
H -4.029204 5.515651 1.899018 -0.0589 0.1827 0.5390 0.0750
H 3.216456 3.768121 1.075938 -0.0617 -0.2462 0.0229 0.0970
C 0.846996 -7.369799 0.060048 0.1336 0.6156 -1.2785 -0.1401
H 5.031746 -0.596749 -0.846392 -0.9697 0.1416 0.5324 0.1257
O 0.157836 -2.542509 6.171898 0.0691 -0.8784 4.1827 0.0265
H 3.987446 -0.772019 -3.871932 0.6667 -0.1832 -0.6409 0.1170
C 0.498856 -2.204159 5.074678 -1.2434 -1.2120 3.3567 -0.8851
H 5.664966 -0.332939 -4.407272 -0.8727 -0.0606 -0.9406 0.1245
H -3.660214 1.930871 1.090108 0.3640 -0.3938 -0.0716 0.1188
H -4.112104 -1.185859 -1.871762 -0.3596 0.1503 0.1210 0.1059
C -3.006784 3.957671 0.981338 0.7188 -1.6179 0.1827 -0.2542
C -4.781994 -1.698629 -3.698362 -0.9442 0.3239 -1.0043 -0.8080
C -0.713314 4.265091 -5.893982 2.3095 -0.1859 -1.0311 -0.1266
N 4.504806 -0.488639 -1.701222 -2.3112 -1.6584 5.6549 0.1670
C 5.327106 -0.099739 -2.596082 2.2030 2.2785 1.3564 -0.8380
H -3.625754 -2.898779 -4.692342 0.6273 0.0956 0.3532 0.1165
H 1.483896 2.224881 2.327668 0.2828 0.4468 -0.5489 0.1446
H -1.673874 4.988061 -4.054192 0.0186 -0.6272 0.4695 0.0952
N -5.656764 2.838651 3.200288 2.8146 -0.3588 -2.0381 0.1329
H -1.062684 5.012731 -6.590682 0.2086 -0.1047 -0.1860 0.0783
C 0.196336 -8.142669 1.980368 0.1729 0.0954 4.0579 -0.1453
H 3.569366 -0.862029 -1.776222 0.3933 -0.0593 -0.1515 0.1235
C 2.442706 2.792111 4.070648 1.5484 0.2691 0.4830 -0.1542
H 2.362026 -1.741009 5.473228 0.0090 0.1748 -0.6152 0.1280
F -0.266104 -1.468059 -1.802152 0.2307 -0.0053 -2.2347 0.1387
O 6.368716 0.469441 -2.280072 0.8945 -0.3837 -0.6828 0.0157
F -0.291584 0.015891 -0.096352 0.4067 1.2305 0.2678 0.1017
H -5.717914 -0.631269 -2.318852 0.4115 -0.0346 0.0428 0.1177
H -2.535454 5.071771 2.772338 0.0120 -0.0644 -0.0810 0.0857
C 0.394956 -6.768589 2.136088 -0.7654 -2.0281 1.4008 -0.1350
F 0.332956 -2.145789 0.218408 1.4782 -0.8484 1.0730 0.0970
C 0.518546 -8.519619 0.724718 0.2417 -0.3109 -2.9691 -0.1431
H -2.598484 2.358441 2.403128 -0.3298 0.0022 0.3901 0.1246
H 0.435326 -6.126239 3.003358 -0.3500 -0.1057 -0.1097 0.1137
H 1.059016 1.669091 -4.979242 -0.3205 0.3735 0.2071 0.1462
H -2.906404 -2.260449 -3.178602 0.0669 -0.3494 -0.4123 0.1093
N 0.721916 -6.346719 0.934758 0.7782 2.1599 -1.1185 -0.0006
H 0.752216 -5.352499 0.759498 0.3428 -0.1648 -0.5596 0.1577
H -0.322624 2.667321 -3.147372 -0.2930 0.0460 0.1704 0.0989
C 3.613846 3.504191 4.318948 0.4571 -0.6390 -0.0115 -0.1360
C -0.386644 3.102931 -4.133552 1.3952 -1.7397 3.3903 -0.1612
H -3.505544 3.992411 0.012768 -0.6666 0.3343 0.3413 0.1106
B -0.500084 -1.295779 -0.479822 0.2227 0.0060 0.8034 -1.4551
C 0.307716 3.306381 -6.150542 -1.2825 0.6761 -1.2627 -0.1598
H 5.027776 4.598731 2.910498 0.0050 -0.2568 0.0426 0.0827
N 0.502146 2.507991 -5.058122 -2.7453 3.1251 0.3627 0.0363
H -0.176114 -1.928559 3.237978 -0.5684 -0.2551 -0.1378 0.1128
C -2.994754 5.189591 1.790878 -1.0494 1.5367 -0.1559 -0.1357
H -1.306854 -2.586219 4.407198 0.3822 0.2052 -0.1415 0.1326
N -0.383014 -2.252639 4.171928 -4.0530 0.2546 -5.7596 0.1809
O -5.654864 -1.632979 -4.535762 -1.1805 -0.2751 -1.1950 0.0166
N -3.667624 -2.368959 -3.833482 2.3076 -2.0272 -1.2562 0.1677
C -4.673234 2.752051 2.554908 -3.8733 1.1652 3.2681 -0.2490
N -4.841484 -1.071039 -2.560902 -0.7395 2.1310 3.4978 0.1655
H 4.131666 3.614441 5.260288 -0.4392 0.0368 0.2133 0.0792
C 3.220106 3.562901 2.136258 1.4223 -0.9917 -0.2473 -0.1331
H 1.744826 -1.538989 3.777628 1.1081 0.1855 0.4224 0.1163
H -2.510464 6.000801 1.247278 0.2365 0.0348 0.1275 0.0742
N 1.674286 -1.837589 4.739898 4.2805 1.5202 -1.4934 0.1871
H 0.130026 -8.849949 2.793848 -0.5203 0.1442 0.1596 0.0881
```
Positions in Å, forces in eV/Å.

---

No. 2
The following is a DFT calculation (wB97M-V/def2-TZVPD) of a structure of composition C19H34CeO2PSe2 at a distorted geometry.

As for the HOMO-LUMO gap (alpha / beta): 5.284 / 5.317 eV. Its net charge is +1. The highest occupied orbital energy (alpha / beta) comes out at -10.27 / -10.27 eV.

The geometry in XYZ format:
```
59
Properties=species:S:1:pos:R:3:forces:R:3:lowdin_charge:R:1
H -2.090805 -0.953115 1.006841 -0.0819 0.4198 0.1400 -0.0906
H -1.693505 2.211185 -3.387059 0.0617 -0.0339 0.0330 0.0744
O 3.729095 -0.333615 3.489541 0.8825 0.7308 0.8663 -0.0648
Se -0.532205 -2.192015 2.166141 0.2381 0.0151 -1.6192 0.6831
C 2.564995 -3.713115 2.327441 0.6991 0.3337 0.7021 -0.2519
H -5.483905 1.937285 -1.150359 0.1588 -0.0842 0.0635 0.1149
H 1.225495 -0.467815 2.805441 0.0187 -0.7832 -0.0384 0.0495
P -0.658805 0.637585 -0.897659 0.0507 0.0444 0.4149 1.0746
H 2.297295 -4.086815 3.342241 0.3126 0.3159 -0.3641 0.1402
C 0.005295 2.095285 1.341541 -0.2349 -0.4804 0.0896 -0.0729
C 3.641195 -1.731815 3.402541 0.1579 -1.0416 0.1376 -0.2518
H -1.327005 -1.531415 -2.748559 -0.6808 0.2110 -1.3817 -0.0551
C -5.119405 0.399085 0.308741 0.2084 -0.1370 0.1721 -0.0486
H 4.640295 -2.143415 3.129741 -0.5772 -0.0200 0.0286 0.1346
O 1.638995 -4.207715 1.400941 -0.2444 -1.8732 -0.2758 -0.2038
C -4.159205 -0.407615 0.909641 0.0239 0.1871 -0.1198 -0.0519
C -0.803405 3.487685 -0.550159 -0.4961 -0.0043 -0.2667 -0.0740
C 3.095195 -1.578615 0.967041 0.1009 0.1403 0.8683 -0.4792
C 2.579195 -2.162115 2.340441 -0.2717 0.1555 -0.2162 -0.4938
H -0.320005 4.383785 -0.141359 0.1174 -0.3166 0.0242 0.1012
C 0.956895 -0.007815 -3.045659 -0.1838 0.1357 -0.1476 -0.1151
H 4.170395 -1.843915 0.870641 -0.5950 0.1394 0.1231 0.0710
H 3.046995 -0.469115 0.986241 -0.0700 -0.7445 -0.0081 0.0621
H 2.093695 1.570585 -0.414259 -0.0995 0.0569 -0.0250 0.0808
Ce -0.658805 -2.192015 -0.897659 1.3871 -0.2777 4.2338 0.6940
H -1.251205 -0.776415 -4.342159 0.2132 -0.0586 0.2886 0.1212
H 3.367695 -2.142515 4.401841 0.0211 -0.0220 -0.5985 0.1354
H 1.171095 -0.952615 -2.530759 0.1584 0.2747 -0.1222 -0.0653
H -0.604705 1.594585 -4.615859 0.0214 -0.1354 0.1589 0.1011
H 0.038695 2.559085 -3.304059 -0.0788 -0.1620 0.0758 0.0785
H -3.142405 2.123685 -1.830359 0.0493 -0.0549 0.0634 0.0967
H 4.417695 -0.141915 4.177941 -1.0223 -0.0652 -1.0183 0.1263
H -2.833005 -2.192015 -0.897659 1.4323 -0.5528 -0.4347 0.0094
H -2.487505 -0.272615 -3.200459 0.1491 -0.2164 0.2034 0.1062
H -4.446805 -1.115815 1.681841 0.0969 0.0809 -0.1265 0.1226
H 0.436795 2.985885 1.814541 -0.0510 -0.0629 -0.3285 0.1003
H -1.810005 3.460885 -0.120759 0.1228 -0.1005 -0.0443 0.0825
H -0.904405 3.649485 -1.624559 0.0359 -0.0158 0.0546 0.0668
H 1.913895 3.294285 -0.084959 -0.2896 -0.1486 0.0183 0.0996
H 1.085795 -0.189415 -4.119759 -0.2359 0.1008 0.0939 0.1076
C -1.438905 -0.578215 -3.279559 -0.4425 0.8660 -0.1027 -0.0950
C 0.006595 2.230685 -0.204459 0.8466 0.7801 0.9102 -0.6477
C 1.471395 2.448285 -0.625359 0.2104 -0.2572 -0.3225 -0.0797
H 3.579695 -4.087915 2.060841 -0.3522 0.3051 0.3124 0.1392
H 1.109395 -1.840715 3.931041 0.1886 0.1645 -0.6167 0.0688
H 1.730695 0.707585 -2.753859 -0.0994 -0.2507 0.1625 0.0859
Se 2.404595 -2.192015 -0.771059 -1.5844 0.1083 0.1527 0.7015
H 1.563895 2.680985 -1.689559 -0.0130 -0.0358 0.0575 0.0708
H -6.160805 0.324785 0.609241 0.1582 0.0185 -0.0445 0.1167
C -2.820505 -0.308315 0.519641 -0.4081 0.0976 -0.3493 -0.2237
C -3.397105 1.399385 -1.065059 -0.6368 0.1076 -0.0558 -0.0772
C -0.698905 1.787585 -3.539659 -0.1817 0.2871 -0.2599 -0.0677
H 0.594995 1.232585 1.675741 -0.0926 0.1295 -0.1298 0.0643
C -0.472305 0.503985 -2.738059 0.2888 0.1523 -1.2035 -0.6745
H -1.008205 1.980385 1.743741 0.1075 -0.0319 -0.1168 0.0900
C -2.414405 0.597785 -0.474759 -0.6101 0.1195 0.0769 -0.3832
C 1.205895 -1.577215 2.855341 0.8061 0.1010 0.1721 -0.4853
H 1.692795 -5.197115 1.457041 -0.1632 1.3480 -0.1522 0.1275
C -4.738405 1.302485 -0.678459 0.4725 0.0401 -0.2092 -0.0467
```
Positions in Å, forces in eV/Å.